Below is C13H17N6NiOS as an isolated structure, with properties calculated with the ωB97M-V functional and the def2-TZVPD basis.

gap between HOMO and LUMO (alpha / beta)	7.76 / 7.51	eV
F_max	0.00160	Eh/bohr
LUMO (alpha / beta)	-0.1238 / -0.1348	Eh
<S²>	2.0074

ORCA input file:
```
! wB97M-V def2-TZVPD RIJCOSX def2/J DEFGRID3
* xyz 1 3
Ni -1.1403 0.5009 -1.7020
C 2.6044 -0.6342 -3.3624
C 1.2593 -0.5170 -2.7337
N 0.6604 0.5913 -2.4935
N 1.2082 1.7838 -2.8258
C 0.3178 2.7545 -2.7896
N 0.7537 3.9809 -3.1054
S -1.3891 2.6169 -2.4037
C 0.4683 -1.7204 -2.3739
C 0.9647 -3.0067 -2.5103
C 0.1523 -4.0823 -2.1836
C -1.1333 -3.8482 -1.7279
C -1.5604 -2.5366 -1.6110
N -0.7864 -1.5015 -1.9276
H 2.9761 0.3525 -3.6192
H 2.5522 -1.2458 -4.2646
H 3.3083 -1.1103 -2.6767
H 1.7087 4.1010 -3.3985
H 0.1133 4.7516 -3.1568
H 1.9714 -3.1630 -2.8689
H 0.5224 -5.0933 -2.2874
H -1.7995 -4.6578 -1.4685
H -2.5557 -2.3020 -1.2553
N -1.1645 0.4685 0.2833
C -0.9212 0.6311 1.4027
N -0.6959 0.7967 2.6699
C 0.0150 -0.2287 3.4566
C -0.5486 -0.2170 4.8668
O -0.4760 1.0804 5.4200
C -1.2783 1.9926 4.6968
C -0.7664 2.1420 3.2757
H 1.0806 0.0129 3.4727
H -0.1285 -1.1982 2.9823
H 0.0381 -0.8728 5.5070
H -1.5882 -0.5673 4.8575
H -1.2235 2.9483 5.2140
H -2.3214 1.6538 4.6871
H 0.2338 2.5817 3.2770
H -1.4314 2.7618 2.6768
*
```